Entry 1:
3 unconnected molecules or ions with the total composition C13H37N3O4P3S2 at a distorted geometry, computed with ωB97M-V/def2-TZVPD.

Structure (XYZ):
```
62
C13H37N3O4P3S2 ωB97M-V/def2-TZVPD
S 2.04 2.88 -1.77
S 2.00 5.51 -5.15
P -0.18 2.18 -4.47
P -2.14 2.10 -3.33
P 0.97 1.49 -2.61
O -2.01 3.25 -2.11
O -0.04 0.88 -1.47
O 1.88 0.21 -3.08
O -3.20 2.82 -4.41
N -0.03 4.03 -4.01
N -4.01 -0.96 1.09
N 3.94 -2.03 0.66
C 5.40 -1.82 2.75
C 2.65 -1.99 1.33
C -4.98 -0.68 2.12
C -2.86 -1.74 1.50
C 0.74 4.66 -4.65
C -3.66 0.16 0.22
C -4.50 0.08 3.37
C 1.50 -1.66 0.40
C 4.99 -2.59 1.49
C 4.36 0.49 0.64
C -2.79 1.28 0.81
C 4.29 -0.84 -0.10
C -3.23 -3.06 2.17
H 0.55 -1.72 0.95
H 5.29 0.61 1.20
H 2.46 -2.98 1.76
H -2.19 -1.18 2.17
H 5.88 -2.74 0.87
H 0.07 1.49 -0.73
H 1.37 -0.58 -2.83
H 3.57 -0.74 -0.92
H 4.54 -1.51 3.34
H -0.45 0.77 -4.80
H -3.54 -0.28 3.73
H 2.64 -1.27 2.17
H 1.45 -2.38 -0.43
H -0.88 2.57 -5.69
H -4.42 1.15 3.19
H 5.24 -1.02 -0.60
H -2.41 1.90 0.00
H 3.53 0.63 1.34
H 6.01 -2.47 3.39
H -5.41 -1.62 2.45
H -3.69 3.52 -3.97
H -2.28 -1.98 0.60
H -3.36 1.93 1.47
H 4.31 1.31 -0.08
H -3.13 -0.25 -0.65
H -3.86 -3.67 1.52
H -2.16 4.12 -2.50
H 1.07 2.16 -5.17
H -5.82 -0.14 1.68
H -2.32 -3.62 2.38
H 4.68 -3.60 1.79
H 1.57 -0.66 -0.01
H -4.57 0.60 -0.18
H 6.00 -0.95 2.52
H -3.74 -2.91 3.12
H -1.93 0.89 1.36
H -5.22 -0.05 4.18
```

Calculated values
charge	-1
relative energy (zero: lowest compared OMol25 entry of this formula, charge and spin)	0.000	eV
spin multiplicity	1
gap between HOMO and LUMO	6.5	eV
E_tot	-76280.4714	eV
E_LUMO	0.0941	Ha
HOMO level	-0.146	hartree

---

Entry 2:
3 unconnected molecules or ions with the total composition C13H37N5O4P at a distorted geometry, computed with ωB97M-V/def2-TZVPD.

Structure (XYZ):
```
60
C13H37N5O4P ωB97M-V/def2-TZVPD
P 4.25 2.55 -0.64
O -1.30 -1.15 0.34
O -2.95 -5.97 -2.16
O 4.47 1.24 -0.05
O -0.19 2.02 0.86
N 4.55 3.81 0.53
N 3.34 6.50 2.54
N 2.40 4.65 0.69
N 4.25 5.63 1.89
N -0.43 5.42 -0.54
C -3.82 -8.23 -2.57
C -2.27 -6.28 -0.95
C 0.37 3.21 0.34
C -2.40 -1.79 2.46
C -0.82 -6.69 -1.15
C 5.33 6.46 1.26
C -0.68 4.31 0.40
C -1.70 -2.29 -0.40
C 1.60 3.49 1.20
C 3.71 4.71 1.02
C -3.06 -7.03 -3.09
C -2.19 -0.75 1.37
C -3.01 -2.13 -1.14
H -3.00 -1.23 -1.76
H 2.85 7.14 1.92
H 0.67 3.10 -0.70
H 0.39 5.27 -1.10
H 5.49 3.81 0.91
H -0.89 -2.46 -1.12
H -0.32 -6.77 -0.18
H 5.10 6.68 0.22
H 1.25 3.69 2.21
H -2.81 -7.05 -0.39
H -3.18 -3.00 -1.79
H 1.94 5.52 0.91
H -1.74 0.14 1.80
H -0.29 6.30 -0.06
H 2.97 2.83 -1.12
H 2.73 6.01 3.17
H 5.40 7.39 1.82
H -2.95 -2.66 2.09
H -3.86 -2.06 -0.46
H -3.29 -8.75 -1.78
H -2.31 -5.36 -0.36
H -0.10 1.32 0.21
H -3.58 -6.60 -3.95
H -0.73 -7.65 -1.65
H -2.06 -7.33 -3.45
H 5.13 2.92 -1.66
H -0.30 -5.94 -1.75
H 6.28 5.94 1.29
H -3.16 -0.45 0.95
H -0.76 4.70 1.41
H -3.99 -8.95 -3.38
H 2.23 2.61 1.22
H -4.79 -7.93 -2.18
H -1.44 -2.14 2.85
H -1.73 -3.18 0.25
H -1.61 3.84 0.12
H -2.98 -1.36 3.28
```

Calculated values
charge	+1
spin multiplicity	1
gap between HOMO and LUMO	7.2	eV
E_tot	-39002.2646	eV
E_LUMO	-0.1381	Ha
HOMO level	-0.402	hartree

---

Repeat the second record exactly.
3 unconnected molecules or ions with the total composition C13H37N5O4P at a distorted geometry, computed with ωB97M-V/def2-TZVPD.

Structure (XYZ):
```
60
C13H37N5O4P ωB97M-V/def2-TZVPD
P 4.25 2.55 -0.64
O -1.30 -1.15 0.34
O -2.95 -5.97 -2.16
O 4.47 1.24 -0.05
O -0.19 2.02 0.86
N 4.55 3.81 0.53
N 3.34 6.50 2.54
N 2.40 4.65 0.69
N 4.25 5.63 1.89
N -0.43 5.42 -0.54
C -3.82 -8.23 -2.57
C -2.27 -6.28 -0.95
C 0.37 3.21 0.34
C -2.40 -1.79 2.46
C -0.82 -6.69 -1.15
C 5.33 6.46 1.26
C -0.68 4.31 0.40
C -1.70 -2.29 -0.40
C 1.60 3.49 1.20
C 3.71 4.71 1.02
C -3.06 -7.03 -3.09
C -2.19 -0.75 1.37
C -3.01 -2.13 -1.14
H -3.00 -1.23 -1.76
H 2.85 7.14 1.92
H 0.67 3.10 -0.70
H 0.39 5.27 -1.10
H 5.49 3.81 0.91
H -0.89 -2.46 -1.12
H -0.32 -6.77 -0.18
H 5.10 6.68 0.22
H 1.25 3.69 2.21
H -2.81 -7.05 -0.39
H -3.18 -3.00 -1.79
H 1.94 5.52 0.91
H -1.74 0.14 1.80
H -0.29 6.30 -0.06
H 2.97 2.83 -1.12
H 2.73 6.01 3.17
H 5.40 7.39 1.82
H -2.95 -2.66 2.09
H -3.86 -2.06 -0.46
H -3.29 -8.75 -1.78
H -2.31 -5.36 -0.36
H -0.10 1.32 0.21
H -3.58 -6.60 -3.95
H -0.73 -7.65 -1.65
H -2.06 -7.33 -3.45
H 5.13 2.92 -1.66
H -0.30 -5.94 -1.75
H 6.28 5.94 1.29
H -3.16 -0.45 0.95
H -0.76 4.70 1.41
H -3.99 -8.95 -3.38
H 2.23 2.61 1.22
H -4.79 -7.93 -2.18
H -1.44 -2.14 2.85
H -1.73 -3.18 0.25
H -1.61 3.84 0.12
H -2.98 -1.36 3.28
```

Calculated values
charge	+1
spin multiplicity	1
gap between HOMO and LUMO	7.2	eV
E_tot	-39002.2646	eV
E_LUMO	-0.1381	Ha
HOMO level	-0.402	hartree